ORCA calculation (ωB97M-V/def2-TZVPD) on C4H16FN8O4Tl as an isolated structure in a non-equilibrium geometry.

Calculated values
Calculated total energy = -1172.644846 Ha
Total charge = +2
HOMO-LUMO gap = 3.430 eV
Maximum force = 6.9 eV Å⁻¹

Cartesian coordinates (Å):
Tl  11.5442  8.0099  -5.0756
F  12.2745  6.3220  -7.4340
C  15.3165  6.5993  -4.7328
O  14.4483  7.4576  -4.8357
N  15.1866  5.4105  -4.2576
N  16.5826  6.8317  -5.0818
H  14.2265  5.1183  -4.1434
H  15.9964  4.8098  -4.1998
H  17.2956  6.1164  -5.0670
H  16.7709  7.7378  -5.4862
C  8.8400  5.2902  -5.8670
O  9.4944  6.2951  -5.8206
N  7.8764  5.0636  -5.0816
N  8.8134  4.4226  -6.7998
H  7.3492  4.2022  -5.0965
H  7.6918  5.8132  -4.4304
H  9.3591  4.6230  -7.6258
H  8.0412  3.7741  -6.7433
C  11.8868  4.1479  -3.6234
O  12.1847  5.2967  -4.0066
N  10.9531  3.8039  -2.7812
N  12.4116  3.1387  -4.1952
H  10.4442  4.5287  -2.2956
H  10.7520  2.8177  -2.6971
H  12.7828  3.1820  -5.1335
H  11.8836  2.3580  -3.8321
C  13.2885  8.8038  -1.4587
O  13.1182  8.4094  -2.5775
N  12.6771  9.8465  -1.0572
N  14.1016  8.2542  -0.5604
H  12.2592  10.3380  -1.8344
H  13.1114  10.2111  -0.2215
H  14.6671  7.5222  -0.9661
H  14.2455  8.6988  0.3350

Force components x, y, z for each atom (eV/Å):
Tl 0.9 -2.1 -0.4
F -0.4 0.8 1.3
C 2.5 0.1 -0.3
O -2.0 1.6 -0.7
N -1.8 -2.7 1.3
N 0.9 2.0 -0.8
H 0.0 -0.5 0.4
H -0.6 -0.2 0.1
H -0.2 0.3 -0.2
H 0.4 -0.2 0.0
C -0.7 0.2 -0.7
O 3.6 3.7 -0.1
N -3.9 0.2 5.7
N 1.9 -2.8 -4.2
H -0.1 0.6 0.4
H -0.5 -0.6 0.3
H -0.2 -0.7 -0.2
H 0.5 0.0 -1.1
C -0.6 3.4 -1.2
O 0.1 1.6 0.5
N -1.8 0.8 2.1
N 1.7 -4.0 -1.3
H 0.0 -0.5 0.2
H -0.6 0.5 0.6
H -0.1 -0.2 0.2
H 1.3 -1.2 -1.4
C 1.4 -0.7 2.2
O -0.4 -2.7 -4.8
N -1.8 3.1 1.3
N 0.7 -1.4 -0.5
H -0.1 0.9 0.9
H -1.0 1.2 -0.3
H 0.3 0.0 0.9
H 0.4 -0.5 -0.2

Atom charges from the Löwdin analysis, given in e for atoms 1 to 4:
1. Tl 1.348
2. F -0.307
3. C -0.665
4. O 0.057

***

ORCA calculation (ωB97M-V/def2-TZVPD) on one molecule with the formula C5H8O2.

Calculated values
Calculated total energy = -345.611729 Ha
HOMO-LUMO gap = 8.723 eV
Maximum force = 0.9 eV Å⁻¹

Cartesian coordinates (Å):
O  -2.4634  0.1230  0.9895
C  -1.3724  -0.5476  0.5671
C  -0.7941  -0.1526  -0.7844
C  0.6210  0.1095  -0.3144
C  1.8263  -0.5070  -0.8685
O  1.5284  0.8695  -1.0883
C  0.3824  0.3945  1.1307
H  -2.5852  0.9493  0.4831
H  -0.5387  -0.7672  1.3775
H  -1.2234  0.8048  -1.1448
H  -0.9261  -0.9083  -1.5736
H  2.6853  -0.6900  -0.2213
H  1.7529  -1.1529  -1.7472
H  -0.0403  1.3722  1.3394
H  1.1474  0.1029  1.8551

Force components x, y, z for each atom (eV/Å):
O 0.1 0.2 0.0
C 0.6 0.3 0.2
C 0.1 -0.1 -0.1
C -0.1 -0.1 0.0
C 0.1 -0.3 0.0
O 0.1 0.2 -0.2
C 0.0 0.3 -0.1
H 0.0 -0.3 0.2
H -0.7 -0.5 -0.3
H 0.1 -0.3 0.2
H 0.0 0.3 0.2
H -0.2 0.0 -0.1
H 0.0 0.2 0.2
H 0.1 0.1 0.0
H -0.2 0.0 -0.1

Atom charges from the Löwdin analysis, given in e for atoms 1 to 4:
1. O -0.005
2. C -0.209
3. C -0.094
4. C -0.523

***

ORCA calculation (ωB97M-V/def2-TZVPD) on C38H30Cl2IN3O3RuSSb as an isolated structure in a non-equilibrium geometry.

Calculated values
Spin multiplicity = 2
Calculated total energy = -3807.415435 Ha
HOMO-LUMO gap (alpha / beta) = 5.353 / 5.771 eV
Maximum force = 1.2 eV Å⁻¹

Cartesian coordinates (Å):
Ru  0.5545  0.1106  -0.0046
Cl  -5.2272  0.3674  -5.1501
C  -4.1021  0.8095  -3.8980
C  -4.0865  2.1021  -3.4036
C  -3.1797  2.4356  -2.4154
C  -2.2793  1.5041  -1.9068
O  -1.4604  1.9036  -0.9209
C  -2.3067  0.1754  -2.3923
C  -1.5616  -1.0158  -1.9420
N  -0.5583  -1.1867  -1.1571
C  -0.1742  -2.5617  -0.9020
C  -0.4548  -3.6256  -1.7126
C  -0.1126  -4.9430  -1.3290
C  0.5082  -5.1857  -0.1410
C  0.8691  -4.1035  0.6973
C  1.5748  -4.2686  1.9173
C  1.9454  -3.1743  2.6351
C  1.6386  -1.8892  2.1296
N  0.9802  -1.7111  1.0142
C  0.5563  -2.7966  0.2988
C  -3.2393  -0.1371  -3.3913
H  -4.7738  2.8394  -3.7956
H  -3.1362  3.4386  -2.0142
H  -2.0202  -1.9121  -2.3529
H  -0.9320  -3.4824  -2.6720
H  -0.3578  -5.7600  -1.9939
H  0.7570  -6.1948  0.1618
H  1.8208  -5.2683  2.2534
H  2.4888  -3.2634  3.5649
H  1.9628  -0.9857  2.6357
H  -3.2926  -1.1480  -3.7756
Cl  -1.9727  2.9028  5.7966
C  -0.9241  2.4078  4.4929
C  0.3759  2.8317  4.4700
C  1.2418  2.4622  3.4318
I  3.2091  3.1220  3.4347
C  0.8230  1.6651  2.3695
O  1.5600  1.3190  1.3765
C  -0.5361  1.1942  2.4416
N  -0.9141  0.3456  1.4381
C  -2.1388  -0.1225  1.4166
C  -3.0914  0.2179  2.3947
C  -2.7375  1.0553  3.4101
C  -1.4193  1.5640  3.4746
H  0.7412  3.4632  5.2684
H  -2.3877  -0.8012  0.6122
H  -4.0916  -0.1857  2.3240
H  -3.4498  1.3355  4.1740
C  3.7028  -2.3453  -1.1764
Sb  2.8570  -0.3941  -1.4186
C  3.9850  0.2020  -3.1175
C  4.1605  0.5667  -0.0186
H  4.7769  -2.2245  -1.0415
H  3.5188  -2.9667  -2.0527
H  3.2830  -2.8394  -0.3011
H  4.9371  -0.3253  -3.0701
H  4.1520  1.2750  -3.0407
H  3.4990  -0.0034  -4.0661
H  5.1535  0.6834  -0.4549
H  4.2280  -0.0375  0.8865
H  3.7441  1.5323  0.2566
C  6.4055  2.7517  -7.6921
C  5.2892  2.5323  -6.6989
O  5.0313  1.4593  -6.2264
S  4.4113  4.0399  -6.3188
C  3.2687  3.5022  -5.0893
C  2.2869  2.5526  -5.3842
C  1.3973  2.1529  -4.4155
C  1.4338  2.7096  -3.1095
C  2.4166  3.6957  -2.8431
C  3.3244  4.0649  -3.8126
C  0.5125  2.3240  -2.1485
C  -0.0471  1.6643  -1.1873
H  6.3147  2.0123  -8.4865
H  7.3535  2.5860  -7.1798
H  6.3950  3.7546  -8.1146
H  2.2377  2.1260  -6.3775
H  0.6413  1.4101  -4.6384
H  2.4550  4.1372  -1.8561
H  4.0880  4.7990  -3.5874

Force components x, y, z for each atom (eV/Å):
Ru 0.3 -0.9 -0.8
Cl 0.0 0.0 0.0
C 0.0 -0.1 0.0
C 0.0 0.1 0.0
C 0.0 0.0 0.0
C 0.1 -0.2 0.0
O -0.2 0.5 -0.2
C 0.2 -0.2 0.1
C -0.3 0.1 -0.1
N 0.1 -0.1 0.1
C 0.0 0.3 0.1
C 0.0 -0.2 -0.1
C 0.0 0.1 -0.1
C 0.0 0.0 0.1
C 0.0 -0.2 0.0
C 0.0 -0.1 -0.1
C 0.0 0.2 0.0
C 0.1 -0.1 0.1
N 0.0 0.0 -0.1
C 0.0 0.2 0.0
C -0.1 0.1 -0.1
H 0.0 0.0 0.0
H 0.0 0.0 0.0
H 0.0 0.0 0.0
H 0.0 0.0 0.0
H 0.0 0.0 0.0
H 0.0 0.0 0.0
H 0.0 0.0 0.0
H 0.0 0.0 0.0
H 0.0 0.0 0.0
H 0.0 0.0 0.0
Cl 0.0 0.0 0.0
C -0.1 0.0 0.0
C 0.1 0.0 0.0
C -0.1 0.1 0.1
I 0.1 0.0 0.0
C -0.1 0.0 0.0
O 0.2 -0.1 0.0
C 0.0 -0.1 0.0
N -0.1 0.8 -0.2
C 0.0 -0.1 0.1
C 0.1 -0.1 -0.1
C 0.0 0.0 0.1
C -0.1 0.0 0.0
H 0.0 0.0 0.0
H 0.0 0.1 -0.1
H 0.0 0.0 0.0
H 0.0 0.0 0.0
C -0.1 -0.1 -0.1
Sb -0.1 0.6 1.0
C -0.2 0.0 -0.2
C 0.1 -0.1 -0.1
H 0.0 0.0 0.0
H 0.0 0.0 0.0
H 0.0 0.0 0.0
H 0.0 0.0 0.0
H 0.0 0.0 0.0
H 0.0 0.0 0.0
H 0.0 0.0 0.0
H 0.0 0.0 0.0
H 0.0 0.0 0.0
C 0.0 0.0 0.0
C 0.1 0.0 0.0
O 0.0 0.0 0.0
S 0.0 0.0 0.0
C 0.0 0.0 0.0
C 0.0 0.0 0.0
C 0.0 0.0 0.0
C -0.1 0.1 0.0
C 0.0 0.0 0.0
C 0.0 0.0 0.0
C 0.1 0.0 -0.1
C -0.3 -0.5 0.6
H 0.0 0.0 0.0
H 0.0 0.0 0.0
H 0.0 0.0 0.0
H 0.0 0.0 0.0
H 0.0 0.0 0.0
H 0.0 0.0 0.0
H 0.0 0.0 0.0

Atom charges from the Löwdin analysis, given in e for atoms 1 to 4:
1. Ru 0.896
2. Cl 0.657
3. C -0.665
4. C -0.084

***

ORCA calculation (ωB97M-V/def2-TZVPD) on C32H41Cl5IrN5S4SbSi3 as an isolated structure in a non-equilibrium geometry.

Calculated values
Calculated total energy = -6624.397283 Ha
Total charge = +1
HOMO-LUMO gap (alpha / beta) = 4.782 / 5.076 eV
Maximum force = 2.4 eV Å⁻¹

Cartesian coordinates (Å):
Ir  -0.0927  -0.4321  0.2643
C  0.8494  0.3852  5.6055
N  1.7909  0.2399  4.5290
C  3.1502  0.3375  4.6334
C  3.6608  0.2893  3.3845
N  2.6085  0.1649  2.4954
C  1.4562  0.1094  3.2228
S  -0.1418  -0.1637  2.7597
C  2.7935  0.3274  1.1111
C  3.7462  1.2475  0.6863
C  4.0250  1.3784  -0.6593
C  3.3655  0.5137  -1.5433
C  2.4377  -0.3620  -1.0531
N  2.0678  -0.4372  0.2569
H  1.3991  0.5514  6.5302
H  0.2272  -0.5074  5.6953
H  0.1963  1.2389  5.4097
H  3.6449  0.4125  5.5796
H  4.6774  0.2916  3.0542
H  4.2550  1.8611  1.4119
H  4.7355  2.1094  -1.0116
H  3.5885  0.5351  -2.5964
H  1.9309  -1.0641  -1.7036
Cl  -0.7581  0.0213  -2.7263
C  -0.4178  1.5455  -2.0037
C  -0.0321  1.5260  -0.6667
C  0.3756  2.7486  -0.1419
Cl  0.9076  2.8450  1.4902
C  0.3871  3.9219  -0.8943
Cl  1.0049  5.3878  -0.2371
C  -0.0905  3.9038  -2.2042
Cl  -0.1516  5.3537  -3.1180
C  -0.5025  2.6984  -2.7712
Cl  -1.0788  2.6433  -4.3873
C  2.8470  -3.6834  -2.6602
Si  2.5400  -4.0280  -0.8080
C  2.5012  -5.9065  -0.5210
C  3.8876  -3.2496  0.3024
Sb  0.1020  -3.1129  -0.2425
Si  -0.6116  -4.0976  2.1277
C  0.7406  -3.5717  3.3832
C  -0.6733  -6.0008  1.9228
C  -2.2859  -3.3990  2.7227
Si  -1.6090  -4.2445  -1.9480
C  -0.8645  -5.9347  -2.4300
C  -1.7567  -3.0398  -3.4175
C  -3.2837  -4.4876  -1.0740
H  3.7299  -4.2141  -3.0027
H  3.0022  -2.6300  -2.8699
H  2.0079  -4.0205  -3.2623
H  3.4676  -6.3310  -0.7696
H  1.7618  -6.3897  -1.1471
H  2.2854  -6.1611  0.5096
H  4.8417  -3.7378  0.1291
H  3.6474  -3.3629  1.3561
H  4.0187  -2.1916  0.1009
H  1.6691  -3.2872  2.8950
H  0.9627  -4.3709  4.0824
H  0.3946  -2.7153  3.9547
H  0.3146  -6.4380  2.0208
H  -1.0808  -6.3013  0.9627
H  -1.2979  -6.4355  2.6959
H  -2.2981  -2.3138  2.6568
H  -2.4568  -3.6646  3.7635
H  -3.1216  -3.7765  2.1404
H  0.0732  -5.8371  -2.9659
H  -1.5542  -6.4696  -3.0737
H  -0.6937  -6.5552  -1.5567
H  -0.7855  -2.6786  -3.7501
H  -2.3401  -2.1727  -3.1175
H  -2.2570  -3.4938  -4.2688
H  -3.2438  -5.2595  -0.3115
H  -4.0402  -4.7802  -1.7967
H  -3.6036  -3.5590  -0.6099
S  -7.3584  1.6323  0.5847
C  -6.1078  0.5939  0.3124
S  -4.4365  1.1122  0.5324
C  -3.9347  -0.5345  0.1188
N  -4.9312  -1.3047  -0.1477
N  -6.1263  -0.7149  -0.0540
C  -7.2364  -1.5396  -0.3404
C  -7.0069  -2.9148  -0.4249
C  -8.0408  -3.7729  -0.7368
C  -9.3173  -3.2777  -0.9497
C  -9.5463  -1.9152  -0.8522
C  -8.5144  -1.0399  -0.5616
S  -2.3645  -1.1590  0.0456
H  -6.0157  -3.2956  -0.2508
H  -7.8495  -4.8328  -0.8123
H  -10.1212  -3.9555  -1.1945
H  -10.5397  -1.5243  -1.0110
H  -8.7171  0.0176  -0.5211

Force components x, y, z for each atom (eV/Å):
Ir -1.1 0.2 0.4
C -0.6 0.0 0.4
N 0.1 0.0 -1.0
C 0.8 0.0 -0.6
C 0.4 0.1 0.8
N -0.6 0.0 0.6
C -0.4 -0.2 0.1
S -0.3 0.3 -2.1
C -0.5 -0.5 -1.0
C 0.2 -0.2 0.1
C -0.6 -0.7 -0.2
C 0.7 0.5 0.2
C -0.3 -0.3 0.6
N 0.8 1.6 -0.4
H -0.1 -0.1 -0.1
H 0.1 0.0 0.0
H 0.1 -0.1 0.0
H 0.1 0.0 0.2
H 0.2 0.0 0.0
H 0.0 0.1 0.1
H 0.0 0.1 0.0
H 0.0 0.0 -0.2
H -0.2 0.2 0.0
Cl 0.0 -0.4 -0.2
C 0.1 0.0 0.4
C -0.2 -0.3 1.1
C -0.1 -0.2 -0.2
Cl 0.0 0.1 0.5
C 0.0 0.1 -0.2
Cl -0.1 -0.1 0.0
C 0.0 0.1 0.0
Cl 0.0 0.0 0.0
C 0.1 0.2 0.0
Cl 0.1 0.0 0.1
C -0.2 0.0 0.7
Si -0.1 -0.4 0.0
C 0.0 0.7 -0.1
C -0.6 -0.1 -0.4
Sb 0.1 -0.8 0.6
Si 0.0 -0.3 0.1
C -0.4 -0.1 -0.5
C 0.0 0.8 0.1
C 0.7 -0.2 -0.4
Si -0.3 0.0 -0.1
C -0.2 0.8 0.2
C 0.1 -0.3 0.6
C 0.8 0.2 -0.2
H 0.2 -0.1 0.0
H 0.0 0.2 0.0
H -0.2 -0.1 -0.1
H 0.3 -0.1 -0.1
H -0.2 -0.1 -0.2
H -0.1 0.0 0.3
H 0.2 -0.2 -0.1
H -0.1 -0.1 0.2
H 0.0 0.1 -0.1
H 0.2 0.0 -0.1
H 0.0 -0.3 0.1
H -0.1 0.1 0.0
H 0.2 0.0 0.0
H -0.1 0.0 -0.2
H -0.2 -0.1 0.2
H 0.0 0.1 0.0
H 0.1 -0.2 0.2
H -0.1 0.0 -0.1
H 0.2 0.1 -0.1
H -0.2 -0.1 -0.2
H 0.0 -0.1 0.2
H 0.1 -0.1 -0.1
H -0.1 0.0 0.1
H -0.1 -0.2 -0.1
H 0.1 -0.2 0.1
H -0.1 -0.1 -0.2
H -0.1 0.1 0.0
S 0.3 0.2 0.1
C -0.5 0.8 0.3
S -0.2 -1.0 -0.3
C -1.4 1.9 0.4
N 1.8 -0.8 -0.1
N 0.1 1.0 0.2
C -0.6 -0.6 -0.2
C 0.0 0.1 0.1
C -0.1 0.1 0.0
C -0.1 0.0 0.0
C 0.0 -0.3 -0.1
C 0.0 0.2 -0.1
S 1.9 -1.1 -0.2
H 0.0 -0.1 0.0
H 0.0 -0.1 0.0
H -0.1 0.0 0.0
H -0.1 0.1 0.0
H 0.1 -0.1 0.0

Atom charges from the Löwdin analysis, given in e for atoms 1 to 4:
1. Ir 0.574
2. C -0.017
3. N -0.114
4. C -0.007

***

Q: Which value of calculated total energy does entry 4 give?
A: -6624.397283 Ha